(1)
The following is a quantum chemistry calculation of C31H33AlBr2N5O6S2 as an isolated structure, from the Open Molecules 2025 dataset.

Results
total charge = +1
E_HOMO = -10.11 eV
gap between HOMO and LUMO = 0.2329 Ha

```
80
Properties=species:S:1:pos:R:3:mulliken_charge:R:1
Al -0.53 0.38 0.22 0.764
Br 4.36 -3.67 -1.37 -0.103
C 2.88 -2.54 -1.12 -0.304
C 1.63 -3.07 -0.86 -1.216
C 0.59 -2.20 -0.63 -0.372
N 0.75 -0.87 -0.68 1.076
C 1.95 -0.35 -1.00 0.900
C 3.05 -1.16 -1.21 -0.831
C 1.96 1.12 -1.16 0.336
C 3.10 1.86 -1.43 -0.533
C 2.97 3.23 -1.57 -0.422
Br 4.48 4.29 -1.91 -0.104
C 1.71 3.82 -1.47 -0.720
C 0.64 3.00 -1.19 -0.291
N 0.75 1.69 -1.02 0.412
H 1.47 -4.14 -0.83 0.559
H -0.41 -2.54 -0.38 0.887
H 4.03 -0.75 -1.44 0.526
H 4.06 1.39 -1.52 0.528
H 1.58 4.88 -1.59 0.481
H -0.35 3.42 -1.09 0.527
O -3.46 6.81 4.06 -0.466
C -3.46 6.15 2.89 0.602
O -4.25 6.44 2.03 -0.552
C -2.47 5.04 2.71 0.857
C -2.65 4.21 1.61 -0.806
C -1.78 3.16 1.37 -0.568
C -0.69 2.92 2.21 0.958
S 0.45 1.61 1.95 -0.471
C -0.50 3.77 3.30 -1.546
C -1.38 4.81 3.54 -0.857
H -2.80 6.46 4.67 0.279
H -3.49 4.40 0.96 0.527
H -1.94 2.53 0.51 0.635
H 0.34 3.61 3.96 0.476
H -1.18 5.45 4.40 0.238
C -2.96 -5.58 -2.07 -1.154
C -3.94 -4.54 -1.54 -0.397
S -3.56 -2.94 -2.23 1.130
O -2.53 -2.33 -1.42 -0.395
O -3.33 -3.02 -3.65 -0.743
C -5.10 -2.03 -2.01 -0.899
C -4.99 -0.60 -2.53 -1.070
N -3.67 0.00 -2.30 0.258
C -3.17 0.30 -1.10 0.689
N -1.88 0.65 -1.21 0.402
C -1.55 0.55 -2.54 -0.269
C -2.64 0.15 -3.22 -0.763
N -2.72 -0.04 -4.64 1.181
O -1.65 -0.08 -5.21 -0.618
O -3.81 -0.12 -5.16 -0.651
C -3.96 0.29 0.16 -1.515
H -3.19 -6.55 -1.63 0.399
H -1.94 -5.31 -1.80 0.266
H -3.03 -5.65 -3.15 0.351
H -3.85 -4.40 -0.46 0.290
H -4.97 -4.78 -1.80 0.471
H -5.38 -2.10 -0.96 0.480
H -5.83 -2.57 -2.61 0.651
H -5.74 0.04 -2.06 0.374
H -5.16 -0.59 -3.60 0.476
H -0.58 0.79 -2.92 0.881
H -4.75 1.04 0.11 0.423
H -3.31 0.50 1.01 0.219
H -4.41 -0.69 0.33 0.293
C -0.84 -4.08 2.90 -1.508
C -1.06 -2.65 3.43 1.674
C -2.31 -2.59 4.31 -1.632
C 0.17 -2.21 4.24 -1.554
C -1.21 -1.73 2.30 0.382
C -1.32 -0.94 1.38 -1.602
H -0.73 -4.77 3.74 0.446
H 0.06 -4.13 2.29 0.263
H -1.69 -4.40 2.30 0.237
H -2.19 -3.25 5.17 0.414
H -3.19 -2.91 3.74 0.328
H -2.48 -1.58 4.67 0.348
H 0.29 -2.84 5.12 0.435
H 0.07 -1.17 4.56 0.325
H 1.08 -2.28 3.63 0.278
```



(2)
The following is a quantum chemistry calculation of C31H33AlN6O6 as an isolated structure in a non-equilibrium geometry, from the Open Molecules 2025 dataset.

Results
E_HOMO = -7.04 eV
gap between HOMO and LUMO = 0.2746 Ha

```
77
Properties=species:S:1:pos:R:3:mulliken_charge:R:1
Al -14.20 -6.63 14.93 0.548
O -15.79 -7.12 15.98 -0.222
N -16.63 -6.12 16.23 -0.665
N -16.20 -4.96 15.79 0.926
O -14.91 -4.84 15.42 -0.334
C -16.94 -3.86 15.98 0.362
C -18.32 -4.04 16.07 -0.408
C -19.10 -2.91 16.19 -0.622
C -18.51 -1.61 16.21 -0.500
C -17.09 -1.46 16.08 -0.556
C -16.31 -2.58 16.03 -0.246
H -18.73 -5.04 15.98 0.473
H -20.14 -2.90 16.39 0.372
H -19.12 -0.78 16.45 0.419
H -16.67 -0.47 16.01 0.382
H -15.25 -2.47 15.78 0.327
C -8.99 -3.59 10.34 -1.041
O -10.28 -3.92 10.84 -0.130
C -11.32 -3.65 9.99 0.307
C -11.39 -3.48 8.60 -0.526
C -12.66 -3.17 8.05 -0.776
C -13.71 -2.83 8.84 -0.266
C -13.67 -2.95 10.20 -0.132
C -12.57 -3.56 10.79 -0.100
N -12.64 -3.97 12.10 0.198
C -13.27 -5.02 12.58 0.148
N -14.39 -5.34 11.95 0.214
C -15.16 -6.54 12.11 0.048
C -15.33 -7.11 13.35 0.388
C -16.29 -8.14 13.45 -0.696
C -17.09 -8.56 12.40 -1.196
C -17.07 -7.81 11.23 -0.360
C -16.06 -6.90 11.02 0.203
O -15.89 -6.11 9.93 -0.314
C -16.68 -6.30 8.74 -0.950
N -12.84 -5.65 13.72 0.480
C -11.46 -5.75 13.87 -0.997
C -10.78 -5.00 14.92 -0.400
C -9.40 -4.95 15.02 -1.085
C -8.67 -5.59 13.99 -0.815
C -9.29 -6.38 12.97 -0.190
C -10.69 -6.51 12.90 1.036
O -11.34 -7.25 12.01 -0.169
C -10.43 -8.18 11.17 -1.099
H -8.29 -3.71 11.17 0.262
H -8.99 -2.55 10.02 0.428
H -8.64 -4.20 9.49 0.323
H -10.52 -3.79 7.92 0.233
H -12.75 -2.93 7.01 0.400
H -14.65 -2.47 8.43 0.400
H -14.45 -2.59 10.91 0.385
H -11.86 -3.60 12.67 0.490
H -14.50 -5.00 10.98 0.408
H -16.41 -8.70 14.39 0.318
H -17.72 -9.38 12.61 0.461
H -17.82 -7.97 10.42 0.251
H -16.33 -5.55 7.99 0.229
H -17.75 -6.13 9.03 0.362
H -16.57 -7.27 8.27 0.341
H -11.41 -4.43 15.56 0.598
H -8.86 -4.47 15.81 0.518
H -7.58 -5.50 13.96 0.394
H -8.71 -6.84 12.13 0.358
H -11.25 -8.70 10.64 0.231
H -9.81 -8.67 11.95 0.425
H -9.81 -7.57 10.55 0.336
N -11.69 -9.82 15.38 -0.374
C -12.39 -8.73 15.54 0.589
O -13.37 -8.47 14.76 -0.488
C -12.08 -7.88 16.78 -0.964
C -13.02 -6.64 16.77 -1.288
H -11.90 -10.51 14.64 0.289
H -11.05 -10.10 16.14 0.230
H -11.00 -7.72 16.61 0.413
H -12.19 -8.54 17.65 0.458
H -12.41 -5.81 17.09 0.220
H -13.89 -6.90 17.33 0.728
```



(3)
The following is a quantum chemistry calculation of C31H33Br2N6S4Sr as an isolated structure in a non-equilibrium geometry, from the Open Molecules 2025 dataset.

Results
total charge = -1
E_HOMO = -3.56 eV
gap between HOMO and LUMO = 0.1988 Ha

```
77
Properties=species:S:1:pos:R:3:mulliken_charge:R:1
Sr 0.24 -1.09 0.77 3.494
S 4.13 2.08 0.08 -0.506
C 4.17 2.41 1.81 0.515
C 4.46 3.74 2.14 -0.689
C 4.44 4.19 3.44 -0.572
C 4.11 3.29 4.46 -0.631
C 3.85 1.98 4.15 -0.701
C 3.90 1.50 2.83 0.763
S 3.62 -0.22 2.65 -0.116
C 4.10 -0.56 0.94 -0.799
C 3.48 0.34 -0.14 0.955
C 4.02 -0.03 -1.48 -1.370
C 3.27 0.13 -2.58 -0.812
C 1.89 0.50 -2.46 -1.037
C 1.37 0.44 -1.18 2.477
C -0.10 -0.16 -1.26 -2.544
S -1.28 0.79 0.15 1.390
C -2.11 -0.70 1.18 -1.333
C -3.49 -0.44 1.35 -0.483
C -4.24 -1.31 2.15 -0.425
C -3.62 -2.17 3.04 -1.105
C -2.25 -1.97 3.30 -0.683
C -1.45 -1.18 2.51 0.495
S 0.10 -0.51 3.22 -0.265
N 2.02 0.31 -0.01 -0.830
H 4.68 4.43 1.33 0.335
H 4.68 5.22 3.67 0.352
H 4.06 3.63 5.49 0.362
H 3.58 1.27 4.92 0.370
H 3.68 -1.57 0.81 0.346
H 5.18 -0.57 0.85 0.595
H 5.06 -0.34 -1.53 0.464
H 3.67 -0.10 -3.56 0.410
H 1.23 0.30 -3.30 0.409
H -1.04 -1.42 -0.65 -4.189
H -0.60 0.02 -2.20 0.977
H -3.96 0.31 0.72 0.492
H -5.32 -1.27 2.10 0.370
H -4.20 -2.87 3.63 0.397
H -1.77 -2.39 4.17 0.442
C -2.78 3.41 -2.85 -1.610
C -1.92 3.71 -1.65 0.897
C -2.45 4.09 -0.42 -0.286
C -1.64 4.10 0.70 -0.396
C -0.30 3.75 0.55 0.115
Br 0.71 3.27 2.08 0.027
N 0.25 3.57 -0.62 -0.288
C -0.54 3.53 -1.69 -0.647
H -3.70 2.90 -2.54 0.343
H -2.25 2.77 -3.55 0.353
H -3.07 4.32 -3.38 0.372
H -3.51 4.26 -0.31 0.397
H -2.05 4.29 1.69 0.419
H -0.04 3.30 -2.63 0.446
Br 1.60 -3.47 2.48 -0.719
C 0.42 -1.84 -1.45 -1.152
N -0.10 -2.63 -2.60 0.215
C -1.39 -2.25 -3.19 -0.932
N -2.63 -2.44 -2.42 0.283
C -2.83 -1.66 -1.22 -1.510
N -1.82 -1.90 -0.13 2.313
C -1.65 -3.40 0.10 -0.399
N -1.52 -4.15 -1.16 0.333
C -0.31 -3.99 -2.00 -1.179
C -2.66 -3.84 -2.00 -0.988
H 1.52 -1.83 -1.53 -0.105
H 0.08 -2.52 -0.66 1.838
H -1.51 -2.91 -4.05 0.409
H -1.34 -1.24 -3.60 0.403
H -3.82 -1.87 -0.81 0.343
H -2.81 -0.59 -1.43 0.661
H -2.60 -3.68 0.56 0.314
H -0.80 -3.65 0.79 -0.058
H -0.42 -4.70 -2.82 0.388
H 0.57 -4.25 -1.42 0.406
H -3.58 -4.01 -1.44 0.350
H -2.64 -4.48 -2.89 0.324
```



(4)
The following is a quantum chemistry calculation of a 6-piece molecular cluster, C31H33F40N4O5 overall in a non-equilibrium geometry, from the Open Molecules 2025 dataset.

Results
total charge = +1
E_HOMO = -12.95 eV
gap between HOMO and LUMO = 0.3302 Ha

```
113
Properties=species:S:1:pos:R:3:mulliken_charge:R:1
C -1.67 -3.15 -2.82 -0.377
C -2.14 -2.37 -4.18 -0.493
C -3.03 -1.02 -3.94 -0.060
C -2.16 0.36 -3.77 -1.030
N -4.02 -1.09 -2.79 0.205
C -5.33 -1.49 -2.99 0.265
N -6.33 -1.52 -1.81 -0.364
C -7.61 -1.96 -2.51 -0.028
N -7.37 -2.21 -3.99 -0.266
N -6.04 -1.93 -4.26 0.057
H -0.56 -2.81 -2.55 -0.015
H -1.58 -4.30 -3.10 0.314
H -2.40 -3.05 -1.91 0.010
H -2.73 -3.11 -4.88 0.283
H -1.14 -2.03 -4.73 0.292
H -3.69 -0.87 -4.93 0.254
H -2.94 1.26 -3.83 0.148
H -1.31 0.45 -4.58 0.376
H -1.75 0.41 -2.65 0.262
H -3.74 -0.80 -1.83 0.249
H -8.70 -2.12 -2.05 0.370
H -8.02 -2.52 -4.75 0.273
H -5.57 -2.01 -5.20 0.298
C -3.99 -1.74 2.78 -0.804
C -3.47 -2.62 1.63 1.069
C -4.53 -3.02 0.61 0.252
F -5.54 -3.74 1.15 -0.232
F -3.98 -3.80 -0.36 -0.274
F -2.85 -3.71 2.15 -0.296
F -2.50 -1.91 0.98 -0.297
O -4.31 -2.42 4.00 -0.437
C -5.61 -3.00 4.05 0.799
C -5.58 -4.53 4.14 0.195
F -4.92 -5.08 3.09 -0.201
F -6.83 -5.05 4.13 -0.259
F -6.34 -2.55 3.01 -0.285
F -6.20 -2.49 5.17 -0.288
H -3.16 -1.07 3.05 0.440
H -4.79 -1.07 2.47 0.331
H -4.95 -2.14 0.11 0.069
H -5.08 -4.86 5.06 0.260
C 5.02 -3.09 -1.37 -0.638
C 3.96 -3.57 -2.37 0.875
C 3.37 -2.47 -3.24 0.101
F 2.73 -1.52 -2.52 -0.161
F 2.43 -2.99 -4.09 -0.301
F 3.00 -4.25 -1.70 -0.250
F 4.57 -4.49 -3.19 -0.336
O 4.57 -2.86 -0.03 -0.351
C 3.98 -1.58 0.20 0.655
C 2.49 -1.66 0.56 0.376
F 1.77 -2.27 -0.41 -0.239
F 1.95 -0.42 0.72 -0.300
F 4.22 -0.78 -0.86 -0.321
F 4.67 -1.03 1.24 -0.277
H 5.74 -3.91 -1.26 0.439
H 5.61 -2.25 -1.75 0.232
H 4.13 -2.00 -3.86 0.284
H 2.34 -2.22 1.49 0.246
C 5.85 2.67 0.94 -0.739
C 6.21 2.92 -0.53 0.869
C 7.26 1.98 -1.10 0.328
F 8.44 2.06 -0.45 -0.225
F 7.52 2.28 -2.40 -0.285
F 6.58 4.22 -0.69 -0.281
F 5.06 2.77 -1.26 -0.313
O 6.51 3.50 1.90 -0.428
C 7.80 3.07 2.30 0.760
C 8.91 4.04 1.88 0.191
F 8.94 4.23 0.54 -0.212
F 10.14 3.56 2.23 -0.253
F 8.01 1.81 1.85 -0.261
F 7.76 2.97 3.66 -0.290
H 4.79 2.93 1.05 0.441
H 5.90 1.61 1.21 0.406
H 6.91 0.94 -1.07 0.060
H 8.78 5.02 2.36 0.242
C 2.93 -1.94 5.40 -0.729
C 2.72 -1.19 6.72 0.833
C 1.51 -1.65 7.53 0.074
F 0.35 -1.48 6.86 -0.180
F 1.40 -0.93 8.67 -0.283
F 2.68 0.14 6.48 -0.268
F 3.84 -1.39 7.48 -0.332
O 2.44 -1.30 4.22 -0.280
C 1.05 -1.51 3.95 0.717
C 0.23 -0.22 4.03 0.283
F 0.32 0.36 5.26 -0.231
F -1.09 -0.46 3.83 -0.228
F 0.58 -2.49 4.75 -0.297
F 1.00 -2.00 2.68 -0.368
H 4.02 -1.99 5.24 0.437
H 2.62 -2.99 5.45 0.323
H 1.60 -2.70 7.81 0.282
H 0.56 0.52 3.30 0.138
C -2.79 6.30 -4.60 -0.670
C -2.31 7.38 -3.61 0.835
C -1.22 6.93 -2.65 0.112
F -1.61 5.91 -1.86 -0.204
F -0.87 7.95 -1.81 -0.283
F -3.39 7.88 -2.95 -0.267
F -1.82 8.42 -4.36 -0.326
O -3.98 5.60 -4.23 -0.405
C -3.80 4.50 -3.34 0.835
C -4.47 4.72 -1.98 0.171
F -4.00 5.83 -1.36 -0.212
F -4.22 3.68 -1.14 -0.239
F -2.48 4.22 -3.24 -0.265
F -4.36 3.43 -3.96 -0.347
H -3.06 6.82 -5.52 0.426
H -1.99 5.62 -4.89 0.315
H -0.32 6.63 -3.19 0.286
H -5.55 4.83 -2.09 0.240
```



(5)
The following is a quantum chemistry calculation of C31H33FN6O4SV as an isolated structure, from the Open Molecules 2025 dataset.

Results
total charge = +1
<S²> = 2.030
multiplicity = 3
E_HOMO (alpha / beta) = -11.45 / -11.45 eV
gap between HOMO and LUMO (alpha / beta) = 0.2634 / 0.2831 Ha

```
77
Properties=species:S:1:pos:R:3:lowdin_spin:R:1
V 0.21 0.54 0.81 2.011
C -0.51 -2.97 2.87 0.002
C 0.45 -1.91 2.41 0.015
C 0.60 -0.71 3.14 0.002
C -0.28 -0.41 4.33 0.001
C 1.71 0.12 2.89 -0.008
C 2.15 1.07 3.97 -0.002
C 2.49 -0.08 1.72 0.004
C 3.66 0.82 1.38 0.002
C 2.29 -1.24 0.96 0.001
C 3.28 -1.59 -0.12 0.000
C 1.31 -2.18 1.33 -0.002
C 1.24 -3.54 0.67 -0.001
H 0.05 -3.71 3.46 0.001
H -0.96 -3.52 2.04 0.000
H -1.30 -2.59 3.50 0.000
H -0.39 0.67 4.46 0.000
H 0.16 -0.81 5.24 0.000
H -1.27 -0.83 4.22 0.000
H 2.53 0.46 4.79 -0.001
H 1.35 1.69 4.35 0.000
H 2.95 1.73 3.65 0.000
H 3.69 1.05 0.32 0.000
H 4.60 0.33 1.64 0.000
H 3.62 1.77 1.88 0.000
H 4.12 -2.13 0.33 0.000
H 3.71 -0.71 -0.60 0.000
H 2.85 -2.22 -0.88 0.000
H 0.47 -3.57 -0.11 0.000
H 1.00 -4.31 1.39 0.000
H 2.19 -3.81 0.21 0.000
S 0.07 2.63 2.09 -0.037
C 1.53 3.41 1.81 -0.001
N 2.53 3.98 1.68 -0.014
N -4.46 -3.81 1.05 -0.001
C -4.16 -2.72 1.24 0.000
C -3.74 -1.36 1.45 0.000
C -4.63 -0.33 1.74 0.004
C -4.11 0.95 1.87 -0.001
C -2.76 1.16 1.71 0.003
N -1.89 0.16 1.46 -0.003
C -2.39 -1.07 1.33 0.006
H -5.68 -0.53 1.84 0.000
H -4.76 1.79 2.09 0.000
H -2.35 2.16 1.77 0.000
H -1.70 -1.86 1.09 0.001
F -0.07 6.30 -5.50 0.000
C -0.21 5.08 -5.00 0.000
C -0.65 4.88 -3.76 0.000
N -0.81 3.61 -3.23 0.000
C -1.28 3.39 -1.87 -0.002
C -0.32 2.48 -1.13 0.006
O 0.88 2.64 -1.19 0.014
O -0.89 1.55 -0.42 -0.001
C -0.47 2.49 -3.95 0.000
O -0.57 1.36 -3.49 0.000
N -0.03 2.73 -5.23 0.000
C 0.15 3.96 -5.87 0.000
O 0.57 4.04 -6.99 0.000
H -0.91 5.71 -3.11 0.000
H -2.27 2.96 -1.88 0.000
H -1.29 4.35 -1.36 0.000
H 0.21 1.91 -5.77 0.000
N 0.77 -0.22 -1.34 -0.008
C 0.24 -1.48 -1.82 0.002
C 1.02 -2.38 -2.53 0.000
C 0.48 -3.59 -2.95 0.001
C -0.84 -3.90 -2.68 0.000
C -1.64 -2.97 -2.02 0.000
C -1.10 -1.76 -1.61 0.002
H 1.76 -0.15 -1.56 0.000
H 0.33 0.51 -1.91 0.001
H 2.05 -2.13 -2.79 0.000
H 1.10 -4.29 -3.51 0.000
H -1.26 -4.84 -3.00 0.000
H -2.69 -3.18 -1.85 0.000
H -1.73 -0.99 -1.18 0.000
```